C7H12N2S in the gas phase in a non-equilibrium geometry, computed with ωB97M-V with the def2-TZVPD basis set.

Element x y z (Å)
1 S -2.456 -0.418 -0.431
2 N 1.532 1.915 1.335
3 N 1.256 -0.366 -0.950
4 C 0.216 0.088 0.047
5 C -1.057 0.713 -0.827
6 C 2.561 -0.833 -0.410
7 C -0.249 -1.193 0.850
8 C -1.447 2.130 -0.536
9 C -1.768 -1.173 1.004
10 C 0.912 1.121 0.747
11 H 0.228 -1.176 1.776
12 H -0.577 2.747 -0.843
13 H -2.183 -0.758 1.973
14 H 2.506 -1.898 -0.088
15 H 0.003 -2.037 0.290
16 H 0.907 -1.142 -1.539
17 H -1.520 2.302 0.588
18 H 3.306 -0.979 -1.180
19 H -0.737 0.608 -1.927
20 H 2.942 -0.098 0.337
21 H -2.125 -2.188 0.930
22 H -2.251 2.637 -1.145

For the calculated total energy, the calculation gives -781.5649 Ha. Its spin multiplicity is 1. Its gap between HOMO and LUMO is 0.3466 hartree. The value obtained for the LUMO energy is 0.025 hartree. As for the energy above the lowest of the compared OMol25 structures with the same formula, charge and spin: 40.33 kcal per mole. The SMILES is CN[C@]1(C#N)CCS[C@H]1C.

Löwdin population analysis, charges in e, atoms 1 to 6: 0.887, 0.195, -0.086, -0.409, -0.532, -0.112